Entry from OMol25: a 3-piece molecular cluster, C2H9O2S overall in a non-equilibrium geometry (the ωB97M-V functional and the def2-TZVPD basis).

```
14
Properties=species:S:1:pos:R:3:forces:R:3:lowdin_charge:R:1
C 1.968586 -0.400710 0.346726 -0.33 -0.46 -0.12 -0.217
C 1.056436 -0.521331 -0.886074 -0.10 1.46 0.23 -0.740
S -0.315315 0.731119 -0.885275 -0.08 -0.80 -0.15 0.268
H 1.850174 0.611862 0.723050 0.16 -0.02 0.27 0.032
H 3.033577 -0.615442 0.189653 -0.08 0.08 -0.36 0.047
H 1.648453 -1.134299 1.079104 -0.19 0.12 0.55 0.041
H 0.609893 -1.505892 -1.005626 0.40 -0.12 -0.26 0.003
H 1.623225 -0.168529 -1.736014 0.23 -0.70 -0.52 0.005
H -0.968718 1.819217 0.746015 0.16 0.21 0.07 -0.169
H -0.372235 2.217540 2.067749 0.02 0.07 0.02 -0.007
O -1.057085 2.505415 1.457268 -0.20 0.00 0.33 -0.192
H -0.363700 -3.112736 0.257353 -0.07 0.69 -0.06 0.013
H -1.453969 -1.941814 0.237595 0.68 0.19 -0.19 0.005
O -1.297588 -2.892448 0.305260 -0.59 -0.73 0.20 -0.090
```
Positions in Å, forces in eV/Å.

Computed properties:
E_HOMO = -0.11012 Eh
Charge = -1
Relative energy (zero: lowest compared OMol25 entry of this formula, charge and spin) = 13.0 kcal/mol
Energy = -630.29652 a.u.
Orbital gap = 7.00 eV


Entry from OMol25: C30H20BrN6OV as an isolated structure (the ωB97M-V functional and the def2-TZVPD basis).

```
59
Properties=species:S:1:pos:R:3:forces:R:3:mulliken_spin:R:1
V -1.788377 0.644799 0.035902 0.28 0.03 -0.34 2.124
C -2.408690 4.953793 -0.108811 0.00 0.01 0.01 -0.003
C -2.627337 5.290025 1.215638 -0.01 -0.01 -0.01 0.011
C -2.607695 4.293975 2.184568 0.04 0.01 0.01 -0.003
C -2.364834 2.991650 1.799550 -0.06 -0.02 0.01 0.018
N -2.160289 2.666221 0.503425 -0.02 -0.08 0.05 -0.048
C -2.180082 3.627241 -0.427523 0.00 -0.01 -0.01 0.029
C -2.330678 1.835282 2.727577 -0.03 0.01 -0.04 0.023
C -2.549152 1.884736 4.092864 0.02 0.00 0.03 -0.006
C -2.509248 0.697367 4.810874 0.00 0.00 -0.02 0.016
C -2.263584 -0.504807 4.162574 0.01 0.01 0.02 -0.006
C -2.054691 -0.484286 2.794607 -0.02 -0.02 -0.03 0.026
N -2.084217 0.669663 2.113008 -0.09 -0.01 0.19 -0.074
C -1.802495 -1.666401 1.935495 -0.07 0.00 0.00 0.018
C -1.700855 -2.962553 2.397890 0.05 0.01 0.01 -0.003
C -1.448897 -3.983009 1.489057 -0.01 0.00 -0.01 0.010
C -1.317343 -3.680305 0.145026 0.00 -0.01 0.01 -0.001
C -1.448219 -2.362479 -0.252910 0.00 0.01 -0.01 0.031
N -1.688161 -1.377501 0.620507 -0.02 0.10 0.03 -0.054
H -2.418114 5.699599 -0.890233 0.00 0.00 0.00 0.000
H -2.815465 6.317098 1.497702 0.00 0.00 0.00 0.000
H -2.781453 4.539757 3.221910 0.01 0.00 0.00 0.000
H -2.013047 3.311005 -1.449161 0.00 0.00 0.00 -0.004
H -2.753139 2.818817 4.594772 0.01 0.00 -0.01 0.000
H -2.679236 0.708212 5.879023 0.00 0.00 0.00 0.001
H -2.245200 -1.430598 4.718159 0.00 0.00 -0.01 0.000
H -1.808354 -3.183455 3.449784 0.01 0.00 0.00 0.000
H -1.357245 -5.004550 1.832354 0.00 0.00 0.00 0.000
H -1.113619 -4.446597 -0.588108 0.00 0.00 0.00 0.000
H -1.362689 -2.074013 -1.293098 0.00 0.00 0.00 -0.005
Br 2.065601 -5.252479 -0.458927 0.00 0.00 0.00 0.000
C 2.768075 -3.764891 -1.394751 -0.01 0.01 0.00 -0.001
C 3.868221 -3.096526 -0.880914 0.01 -0.01 0.00 0.000
C 4.383047 -2.010077 -1.571540 0.02 0.01 -0.01 -0.001
C 3.762963 -1.573382 -2.733113 0.00 0.00 -0.02 0.000
C 2.692723 -2.279313 -3.269881 0.00 0.00 -0.01 0.000
C 2.195559 -3.386202 -2.600113 0.01 0.01 0.00 0.001
N 4.325862 -0.424642 -3.397163 -0.01 -0.06 0.05 0.000
N 3.623500 0.564226 -3.631022 0.04 0.05 -0.01 -0.002
C 2.265347 0.609320 -3.169661 -0.09 0.01 0.00 -0.010
C 1.237317 0.628742 -4.071378 0.01 0.01 0.02 0.002
C -0.110871 0.634068 -3.650002 -0.04 -0.04 -0.01 -0.023
C -0.400398 0.653451 -2.315409 0.04 0.03 -0.01 -0.030
O -1.656264 0.616572 -1.786560 -0.01 0.02 0.16 -0.059
C 0.652241 0.738779 -1.378161 -0.04 -0.04 0.02 0.022
N 0.273304 0.815932 -0.064301 -0.05 0.00 -0.03 -0.062
C 1.210209 0.919544 0.862650 -0.02 0.00 0.01 0.034
C 2.571452 0.959847 0.549019 0.01 0.00 -0.01 -0.001
C 2.965365 0.862959 -0.762846 0.00 -0.01 0.01 0.012
C 1.995630 0.732982 -1.776848 0.03 0.01 -0.02 0.016
H 4.334386 -3.434963 0.033866 0.00 0.00 0.00 0.000
H 5.266719 -1.497991 -1.211621 0.00 -0.01 0.00 0.000
H 2.267526 -1.985517 -4.219584 0.00 -0.02 0.01 0.000
H 1.382807 -3.960166 -3.023903 0.00 0.00 0.00 0.000
H 1.467394 0.594396 -5.128436 -0.01 0.00 0.00 0.000
H -0.913177 0.600205 -4.375320 0.01 0.01 -0.01 0.001
H 0.876715 0.978701 1.892062 0.00 0.00 0.00 0.002
H 3.295690 1.065943 1.343356 0.00 0.00 0.00 0.000
H 4.015438 0.901812 -1.021939 0.00 0.00 0.00 0.000
```
Positions in Å, forces in eV/Å.

Computed properties:
⟨S²⟩ = 2.02
E_HOMO (alpha / beta) = -0.48257 / -0.48252 Eh
2S+1 = 3
Charge = +2
Relative energy (zero: lowest compared OMol25 entry of this formula, charge and spin) = 0.0 kcal/mol
Energy = -5076.60268 a.u.
Orbital gap (alpha / beta) = 6.25 / 6.07 eV


Entry from OMol25: the molecule C24H28ClN3O5 (the ωB97M-V functional and the def2-TZVPD basis).

```
61
Properties=species:S:1:pos:R:3:forces:R:3:lowdin_charge:R:1
C -0.729243 2.276655 0.000224 0.12 -0.09 0.42 -0.035
C 0.083748 2.387912 1.282445 0.17 0.40 -0.60 -0.190
O -0.218466 1.332618 2.196001 -0.08 -0.50 0.24 0.009
C 0.464661 0.183707 2.028672 -0.03 0.29 0.31 -0.538
O 1.280384 0.005099 1.143081 0.28 0.07 -0.36 0.056
N 0.153943 -0.745735 2.954177 0.01 0.12 -0.01 -0.040
C -0.962685 -0.619273 3.863121 -0.38 0.20 0.16 -0.122
C -2.211511 -1.284724 3.257679 0.15 0.00 0.01 -0.094
C -1.808865 -2.436601 2.326401 -0.11 -0.39 0.18 -0.282
N -1.637108 -1.947111 0.971873 0.09 0.12 0.17 0.130
C -1.813782 -2.725494 -0.116993 0.13 0.50 -0.05 -0.410
O -2.226123 -3.871292 -0.041461 -0.16 -0.38 0.05 0.074
C -1.461551 -2.036055 -1.395971 0.10 0.03 -0.30 -0.070
C -0.246946 -1.359248 -1.469341 -0.03 -0.01 -0.13 0.029
C 0.127021 -0.694117 -2.630186 -0.34 -0.13 -0.22 -0.113
C 1.408061 0.063013 -2.796635 0.09 -0.08 0.11 -0.448
O 1.777084 0.438724 -3.896986 -0.03 0.12 -0.24 0.052
N 2.122224 0.298164 -1.675880 0.16 -0.10 0.24 0.096
C 3.343382 1.076178 -1.711008 0.03 -0.01 -0.16 -0.113
C 3.090615 2.468354 -1.194402 0.06 0.06 0.07 -0.200
C 2.336372 3.356023 -1.953879 0.02 0.01 -0.01 -0.031
C 2.049365 4.619628 -1.471246 -0.01 -0.05 -0.04 -0.076
C 2.504668 5.015575 -0.224275 0.06 0.00 0.16 -0.114
C 3.251901 4.126384 0.529494 -0.08 0.02 -0.18 -0.683
Cl 3.813376 4.599340 2.098064 0.05 0.04 0.17 0.671
C 3.546732 2.857411 0.057047 0.04 0.06 -0.09 -0.079
C -0.730474 -0.733806 -3.727338 0.22 0.09 0.08 0.007
C -1.927816 -1.417430 -3.663139 -0.02 -0.05 0.18 -0.003
C -2.315891 -2.076073 -2.503265 -0.07 -0.09 0.05 -0.124
C -3.624458 -2.832943 -2.455443 -0.09 0.15 0.14 -0.220
O -3.442009 -4.222666 -2.479842 0.10 -0.46 0.00 -0.052
C -0.519860 -3.101060 2.832291 -0.17 0.12 -0.11 -0.099
C 0.646221 -2.102850 2.802737 0.28 -0.26 -0.14 -0.116
H -1.793724 2.269708 0.224306 -0.12 0.02 -0.01 0.081
H -0.505154 3.126796 -0.637014 0.01 0.10 -0.11 0.074
H -0.475381 1.367104 -0.540196 0.02 -0.06 -0.07 0.059
H -0.163247 3.304120 1.821705 0.07 -0.10 -0.02 0.131
H 1.153236 2.372036 1.054576 -0.18 0.06 0.10 0.099
H -1.141272 0.434226 4.071935 0.03 -0.16 0.10 0.126
H -0.678744 -1.116743 4.794175 -0.01 0.07 0.00 0.130
H -2.845900 -1.660377 4.059789 -0.06 0.00 0.00 0.117
H -2.789343 -0.555235 2.688457 -0.05 0.01 0.03 0.118
H -2.601200 -3.191534 2.276505 0.13 0.17 0.05 0.149
H -1.262353 -1.020825 0.848551 -0.12 -0.05 -0.19 0.126
H 0.418519 -1.389816 -0.619300 0.05 0.03 0.10 0.105
H 1.763454 0.097064 -0.753336 -0.19 -0.04 -0.03 0.085
H 4.102714 0.572918 -1.107120 0.00 0.07 -0.08 0.127
H 3.664556 1.112071 -2.756004 0.05 -0.04 0.21 0.129
H 1.981244 3.045839 -2.924885 -0.05 -0.05 -0.14 0.117
H 1.469715 5.307720 -2.068043 -0.05 0.07 -0.06 0.108
H 2.286640 6.000023 0.158314 0.00 0.09 0.06 0.103
H 4.126648 2.177461 0.662294 0.06 -0.07 0.09 0.114
H -0.426135 -0.224618 -4.629341 0.03 0.03 -0.06 0.119
H -2.576707 -1.446464 -4.525583 -0.08 0.00 -0.09 0.117
H -4.188680 -2.530395 -1.557564 0.02 0.02 -0.16 0.128
H -4.222462 -2.589426 -3.337661 0.05 0.09 0.13 0.120
H -2.978685 -4.465808 -1.657262 -0.10 0.12 -0.14 0.060
H -0.696149 -3.459902 3.846673 -0.01 -0.07 0.05 0.118
H -0.285762 -3.961481 2.206339 0.00 -0.05 0.06 0.120
H 1.185757 -2.151993 1.855245 -0.07 -0.02 0.17 0.121
H 1.355446 -2.320774 3.608427 0.00 -0.01 -0.09 0.129
```
Positions in Å, forces in eV/Å.

Computed properties:
SMILES string = CCOC(=O)N1CCC(NC(=O)c2cc(C(=O)NCc3cccc(Cl)c3)ccc2CO)CC1
E_HOMO = -0.33757 Eh
Relative energy (zero: lowest compared OMol25 entry of this formula, charge and spin) = 0.0 kcal/mol
Energy = -1932.11768 a.u.
Orbital gap = 9.67 eV